<a>
The following is a quantum chemistry calculation of the ion C2H8NS with charge +1, from OMol25.

Computed properties:
* net charge: +1
* SMILES: [NH3+]CCS
* orbital gap: 10.08 eV
* 2S+1: 1
* E_LUMO: -3.78 eV

Element x y z (Å)
1 S 0.37 -0.58 1.88
2 N -0.18 -0.99 -0.95
3 C -0.06 0.83 0.82
4 C -0.16 0.49 -0.67
5 H -1.04 1.15 1.14
6 H 0.73 -1.39 -0.88
7 H 0.65 1.62 0.98
8 H -1.11 0.87 -1.07
9 H 0.52 0.96 -1.37
10 H -0.76 -1.45 -0.27
11 H 1.61 -0.25 2.25
12 H -0.55 -1.26 -1.87

How is the electron density shared among the atoms? According to natural (NBO), the charges in e are: number 1, S, carries -0.04; number 2, N, carries -0.66; number 3, C, carries -0.56; number 4, C, carries -0.24; number 5, H, carries 0.25; number 6, H, carries 0.45; number 7, H, carries 0.27; number 8, H, carries 0.23; number 9, H, carries 0.24; number 10, H, carries 0.45; number 11, H, carries 0.17; number 12, H, carries 0.45



<b>
The following is a quantum chemistry calculation of a structure of composition C2H8NS, from OMol25.

Computed properties:
* net charge: +1
* orbital gap: 10.74 eV
* 2S+1: 1
* E_LUMO: -3.92 eV

Element x y z (Å)
1 S -2.70 -0.19 0.07
2 N 0.08 -0.62 -0.09
3 C -1.25 0.69 0.27
4 C 1.37 -0.15 0.28
5 H -0.36 -1.20 0.57
6 H -3.00 0.11 -1.27
7 H 2.18 -0.94 -0.12
8 H 1.68 0.79 -0.05
9 H 1.43 -0.16 1.33
10 H -0.11 -0.84 -1.03
11 H -1.05 1.47 -0.44
12 H -1.06 0.79 1.40

How is the electron density shared among the atoms? According to natural (NBO), the charges in e are: number 1, S, carries 0.14; number 2, N, carries -0.56; number 3, C, carries -0.38; number 4, C, carries -0.44; number 5, H, carries 0.42; number 6, H, carries 0.17; number 7, H, carries 0.24; number 8, H, carries 0.23; number 9, H, carries 0.23; number 10, H, carries 0.42; number 11, H, carries 0.26; number 12, H, carries 0.27



The data favor <a>; the next most stable structure lies 0.0498 hartree above it.



<a>
The following is a quantum chemistry calculation of a cluster of 2 separate species, C4H5N3O2S in total, from OMol25.

Computed properties:
* net charge: 0
* orbital gap: 9.21 eV
* 2S+1: 1
* E_LUMO: 0.51 eV

Element x y z (Å)
1 S 1.12 1.58 0.35
2 O 0.37 2.54 1.44
3 O 1.22 2.23 -0.88
4 N -0.34 0.49 -0.02
5 N 2.50 -1.33 -0.06
6 N -1.80 -0.72 -1.07
7 C -1.93 -1.00 0.21
8 C -0.90 0.21 -1.20
9 C -0.95 -0.37 0.89
10 C 2.50 -2.40 -0.46
11 H -0.15 3.33 1.25
12 H 2.55 -3.33 -0.83
13 H -0.72 -0.39 1.85
14 H -0.87 0.96 -2.03
15 H -2.59 -1.80 0.55

How is the electron density shared among the atoms? According to natural (NBO), the charges in e are: number 1, S, carries 1.79; number 2, O, carries -0.93; number 3, O, carries -0.91; number 4, N, carries -0.56; number 5, N, carries -0.33; number 6, N, carries -0.47; number 7, C, carries -0.08; number 8, C, carries 0.15; number 9, C, carries -0.12; number 10, C, carries 0.11; number 11, H, carries 0.52; number 12, H, carries 0.21; number 13, H, carries 0.20; number 14, H, carries 0.21; number 15, H, carries 0.20



<b>
The following is a quantum chemistry calculation of the molecule C4H5N3O2S, from OMol25.

Computed properties:
* net charge: 0
* orbital gap (alpha / beta): 7.60 / 6.94 eV
* 2S+1: 1
* E_LUMO (alpha / beta): -0.64 / -0.76 eV

Element x y z (Å)
1 S -1.17 2.67 -0.58
2 O 3.01 0.36 0.77
3 O 2.19 -1.70 -1.13
4 N -0.68 -0.43 0.50
5 N 0.12 -1.12 -0.39
6 N 1.22 1.44 -0.05
7 C 1.97 0.28 0.24
8 C -0.11 1.63 -0.13
9 C -2.11 -0.68 0.44
10 C 1.47 -0.94 -0.44
11 H -2.65 -0.34 -0.52
12 H -2.33 -1.65 0.68
13 H -2.37 0.08 1.21
14 H 1.75 2.20 0.39
15 H -0.30 -1.80 -0.98

How is the electron density shared among the atoms? According to natural (NBO), the charges in e are: number 1, S, carries 0.16; number 2, O, carries -0.46; number 3, O, carries -0.56; number 4, N, carries -0.28; number 5, N, carries -0.44; number 6, N, carries -0.68; number 7, C, carries 0.63; number 8, C, carries 0.12; number 9, C, carries -0.46; number 10, C, carries 0.53; number 11, H, carries 0.18; number 12, H, carries 0.21; number 13, H, carries 0.23; number 14, H, carries 0.42; number 15, H, carries 0.39



The data favor <a>; the next most stable structure lies 0.0482 hartree above it.



<a>
The following is a quantum chemistry calculation of a cluster of 2 separate species, CH2Cl4N2 in total, from OMol25.

Computed properties:
* net charge: 0
* orbital gap (alpha / beta): 8.04 / 8.04 eV
* 2S+1: 1
* E_LUMO (alpha / beta): -0.40 / -0.40 eV

Element x y z (Å)
1 Cl 2.04 -0.52 0.66
2 Cl 1.82 0.27 -2.04
3 Cl -0.81 0.58 2.38
4 Cl -1.09 -0.87 -1.60
5 N -1.13 -0.34 0.94
6 N 1.42 0.61 -0.46
7 C -0.76 0.28 -0.29
8 H -0.72 1.24 -0.61
9 H -0.76 -1.26 1.02

How is the electron density shared among the atoms? According to natural (NBO), the charges in e are: number 1, Cl, carries 0.08; number 2, Cl, carries 0.14; number 3, Cl, carries 0.15; number 4, Cl, carries 0.03; number 5, N, carries -0.59; number 6, N, carries -0.61; number 7, C, carries 0.15; number 8, H, carries 0.23; number 9, H, carries 0.41



<b>
The following is a quantum chemistry calculation of a cluster of 2 separate species, CH2Cl4N2 in total, from OMol25.

Computed properties:
* net charge: 0
* orbital gap (alpha / beta): 7.90 / 6.17 eV
* 2S+1: 1
* E_LUMO (alpha / beta): -0.31 / -1.00 eV

Element x y z (Å)
1 Cl 1.05 -2.11 0.39
2 Cl -2.31 0.57 1.13
3 Cl -1.52 -0.26 -1.45
4 Cl 1.01 2.06 -0.33
5 N -1.72 -0.70 0.15
6 N 1.08 0.38 -0.47
7 C 0.89 -0.40 0.56
8 H 0.77 0.26 -1.47
9 H 0.74 0.20 1.48

How is the electron density shared among the atoms? According to natural (NBO), the charges in e are: number 1, Cl, carries 0.11; number 2, Cl, carries 0.06; number 3, Cl, carries 0.09; number 4, Cl, carries 0.19; number 5, N, carries -0.63; number 6, N, carries -0.58; number 7, C, carries 0.07; number 8, H, carries 0.44; number 9, H, carries 0.25



The data favor <a>; the next most stable structure lies 0.0234 hartree above it.



<a>
The following is a quantum chemistry calculation of a structure of composition C3H2N2S, from OMol25.

Computed properties:
* net charge: 0
* orbital gap (alpha / beta): 7.91 / 7.92 eV
* 2S+1: 1
* E_LUMO (alpha / beta): -1.59 / -1.58 eV

Element x y z (Å)
1 S -4.06 -0.02 0.50
2 N -1.97 1.17 -0.81
3 N -1.37 -1.05 -0.50
4 C -2.33 0.60 0.84
5 C -2.40 -0.76 0.47
6 C -1.44 0.15 -1.02
7 H -2.00 0.84 1.81
8 H -2.22 -1.40 1.29

How is the electron density shared among the atoms? According to natural (NBO), the charges in e are: number 1, S, carries 0.22; number 2, N, carries -0.44; number 3, N, carries -0.53; number 4, C, carries -0.06; number 5, C, carries -0.22; number 6, C, carries 0.57; number 7, H, carries 0.25; number 8, H, carries 0.22



<b>
The following is a quantum chemistry calculation of the molecule C3H2N2S, from OMol25.

Computed properties:
* net charge: 0
* SMILES: N#C/N=C\C=S
* orbital gap: 8.23 eV
* 2S+1: 1
* E_LUMO: -1.19 eV

Element x y z (Å)
1 S -2.36 -0.39 0.63
2 N 0.97 -3.29 -0.48
3 N 1.01 -0.97 0.32
4 C 0.39 0.08 0.40
5 C -0.97 -0.02 -0.08
6 C 0.83 -2.18 -0.20
7 H 0.82 0.92 1.13
8 H -1.22 0.10 -1.17

How is the electron density shared among the atoms? According to natural (NBO), the charges in e are: number 1, S, carries 0.15; number 2, N, carries -0.31; number 3, N, carries -0.42; number 4, C, carries 0.14; number 5, C, carries -0.40; number 6, C, carries 0.37; number 7, H, carries 0.22; number 8, H, carries 0.24



The data favor <b>; the next most stable structure lies 0.1073 hartree above it.



<a>
The following is a quantum chemistry calculation of the molecule C3H3N, from OMol25.

Computed properties:
* net charge: 0
* orbital gap (alpha / beta): 9.23 / 9.72 eV
* 2S+1: 1
* E_LUMO (alpha / beta): 0.25 / 0.29 eV

Element x y z (Å)
1 N 1.40 -0.05 -0.73
2 C -0.59 -0.08 0.26
3 C 0.34 -0.76 -0.63
4 C 0.09 1.02 0.57
5 H -1.58 -0.38 0.61
6 H 0.23 -1.71 -1.15
7 H 0.11 1.96 1.06

How is the electron density shared among the atoms? According to natural (NBO), the charges in e are: number 1, N, carries -0.27; number 2, C, carries -0.34; number 3, C, carries -0.01; number 4, C, carries 0.02; number 5, H, carries 0.21; number 6, H, carries 0.19; number 7, H, carries 0.20



<b>
The following is a quantum chemistry calculation of a cluster of 2 separate species, C3H3N in total, from OMol25.

Computed properties:
* net charge: 0
* orbital gap (alpha / beta): 6.51 / 6.73 eV
* 2S+1: 1
* E_LUMO (alpha / beta): -1.31 / -1.09 eV

Element x y z (Å)
1 N 0.29 0.18 0.33
2 C -0.90 0.29 0.69
3 C -2.37 -0.60 -0.80
4 C 1.56 0.09 0.36
5 H 2.42 0.73 -0.05
6 H -2.92 0.20 -1.31
7 H 1.92 -0.89 0.79

How is the electron density shared among the atoms? According to natural (NBO), the charges in e are: number 1, N, carries -0.46; number 2, C, carries 0.15; number 3, C, carries 0.03; number 4, C, carries -0.15; number 5, H, carries 0.22; number 6, H, carries 0.03; number 7, H, carries 0.19



<c>
The following is a quantum chemistry calculation of a cluster of 2 separate species, C3H3N in total, from OMol25.

Computed properties:
* net charge: 0
* orbital gap: 10.07 eV
* 2S+1: 1
* E_LUMO: 0.42 eV

Element x y z (Å)
1 N -0.29 -0.19 1.84
2 C 0.68 0.52 -0.93
3 C 1.30 0.97 -1.90
4 C -0.53 -0.34 0.66
5 H -1.26 -0.83 0.13
6 H -0.79 -0.52 2.62
7 H 1.82 1.60 -2.56

How is the electron density shared among the atoms? According to natural (NBO), the charges in e are: number 1, N, carries -0.61; number 2, C, carries -0.17; number 3, C, carries -0.39; number 4, C, carries 0.35; number 5, H, carries 0.17; number 6, H, carries 0.41; number 7, H, carries 0.23



The data favor <a>; the next most stable structure lies 0.0172 hartree above it.



<a>
The following is a quantum chemistry calculation of a cluster of 2 separate species, C5H13N3O in total, from OMol25.

Computed properties:
* net charge: +2
* orbital gap: 11.45 eV
* 2S+1: 1
* E_LUMO: -6.76 eV

Element x y z (Å)
1 O 0.12 0.10 -0.37
2 N -3.10 0.62 -3.17
3 N -0.02 -0.75 1.76
4 N -1.17 1.64 -3.18
5 C 0.67 -0.32 0.73
6 C 2.17 -0.20 1.06
7 C 0.84 -1.04 2.89
8 C -2.00 0.88 -2.58
9 C 2.13 -0.30 2.56
10 H 2.04 0.71 2.87
11 H 2.60 -1.06 0.61
12 H -1.27 1.78 -4.22
13 H -1.75 0.52 -1.57
14 H 3.00 -0.58 3.09
15 H -1.07 -0.89 1.80
16 H 2.43 0.75 0.62
17 H 0.55 -0.70 3.87
18 H -3.31 1.10 -4.05
19 H 0.69 0.34 -1.09
20 H -0.31 2.06 -2.81
21 H 0.98 -2.23 2.91
22 H -3.79 0.01 -2.84

How is the electron density shared among the atoms? According to natural (NBO), the charges in e are: number 1, O, carries -0.64; number 2, N, carries -0.67; number 3, N, carries -0.48; number 4, N, carries -0.71; number 5, C, carries 0.72; number 6, C, carries -0.47; number 7, C, carries -0.23; number 8, C, carries 0.39; number 9, C, carries -0.42; number 10, H, carries 0.23; number 11, H, carries 0.27; number 12, H, carries 0.44; number 13, H, carries 0.24; number 14, H, carries 0.28; number 15, H, carries 0.47; number 16, H, carries 0.25; number 17, H, carries 0.26; number 18, H, carries 0.43; number 19, H, carries 0.53; number 20, H, carries 0.44; number 21, H, carries 0.24; number 22, H, carries 0.45



<b>
The following is a quantum chemistry calculation of a cluster of 2 separate species, C5H13N3O in total, from OMol25.

Computed properties:
* net charge: +2
* orbital gap: 10.40 eV
* 2S+1: 1
* E_LUMO: -6.87 eV

Element x y z (Å)
1 O 2.01 1.21 0.08
2 N -1.48 0.75 -0.08
3 N 1.89 0.05 -0.61
4 N 4.28 0.53 0.21
5 C -3.21 -0.79 0.38
6 C -2.57 0.53 0.83
7 C -1.24 -0.26 -0.85
8 C 2.90 0.26 0.45
9 C -2.31 -1.32 -0.66
10 H -3.63 -1.47 1.06
11 H -0.95 1.62 0.08
12 H -0.52 -0.43 -1.66
13 H 2.72 -0.22 1.47
14 H -2.53 -1.66 -1.70
15 H -2.27 0.54 1.83
16 H -3.28 1.48 0.82
17 H 2.25 0.17 -1.54
18 H 4.52 0.75 -0.80
19 H -2.03 -2.19 -0.21
20 H 4.96 -0.30 0.36
21 H -4.16 -0.55 -0.19
22 H 4.66 1.32 0.74

How is the electron density shared among the atoms? According to natural (NBO), the charges in e are: number 1, O, carries -0.32; number 2, N, carries -0.42; number 3, N, carries -0.28; number 4, N, carries -0.72; number 5, C, carries -0.44; number 6, C, carries -0.24; number 7, C, carries 0.31; number 8, C, carries 0.30; number 9, C, carries -0.50; number 10, H, carries 0.27; number 11, H, carries 0.46; number 12, H, carries 0.25; number 13, H, carries 0.24; number 14, H, carries 0.28; number 15, H, carries 0.24; number 16, H, carries 0.25; number 17, H, carries 0.35; number 18, H, carries 0.47; number 19, H, carries 0.28; number 20, H, carries 0.49; number 21, H, carries 0.25; number 22, H, carries 0.48



The data favor <a>; the next most stable structure lies 0.1791 hartree above it.